42
Properties=species:S:1:pos:R:3 method="wB97M-V/def2-TZVPD" orbital_gap_ev=7.627 charge=0 energy_ev=-29110.9826 relative_energy_kcal_mol=246.0 fmax_ev_per_a=13.35
O -0.19 -1.56 1.27
H -0.26 -1.99 0.36
H -0.09 -0.70 1.44
O 2.04 -0.06 -1.01
H 1.27 0.26 -1.58
H 1.80 -0.16 -0.10
O 2.84 1.82 0.90
H 2.72 2.54 0.26
H 3.17 2.45 1.66
O -2.22 2.19 3.60
H -1.23 2.02 3.97
H -2.37 1.23 3.36
O 4.95 0.10 0.44
H 5.06 -0.45 1.04
H 4.08 0.47 0.67
O -0.90 -0.85 -1.11
H -1.41 -1.46 -1.65
H -1.39 -0.19 -0.47
O 0.34 0.99 -2.28
H 0.36 1.54 -1.67
H -0.32 0.32 -2.05
O 0.17 3.36 -0.77
H -0.23 4.14 -1.04
H -0.01 3.16 0.16
O 0.35 0.34 1.03
H 1.23 0.82 0.94
H -0.21 1.03 1.40
O 0.07 -0.78 4.08
H -0.15 -1.36 3.24
H -0.21 -1.20 4.87
O -0.36 2.94 1.37
H 0.18 3.62 1.74
H -1.29 3.18 1.85
O -2.53 -0.01 0.49
H -3.38 -0.35 0.28
H -2.58 0.98 0.40
O -2.88 0.04 2.81
H -2.47 -0.08 1.93
H -3.74 0.29 2.59
O 2.03 -2.06 0.70
H 2.53 -1.74 1.49
H 1.22 -1.60 0.86